A cluster of 2 separate species, C3H11O in total at a distorted geometry, computed with ωB97M-V/def2-TZVPD.

**E**: -195.76443 Ha
**Orbital gap**: 10.3088 eV
**HOMO**: -15.1648 eV
**M**: 63.12 g mol⁻¹
**Energy above the lowest of the compared OMol25 structures with the same formula, charge and spin**: 32.6 kcal/mol
**Net charge**: +1
**Largest force on an atom**: 4.770 eV Å⁻¹

```
15
C3H11O, DFT ωB97M-V/def2-TZVPD
O 0.317 -1.491 -1.615
H 0.300 -0.896 -0.738
H -0.382 -2.139 -1.511
H 1.040 -1.869 -2.052
C 1.079 0.954 0.327
C -0.013 0.249 1.063
C -1.429 0.654 0.628
H 1.894 0.192 -0.023
H 1.560 1.912 0.851
H 0.587 1.309 -0.615
H 0.109 0.610 2.104
H 0.085 -0.861 1.083
H -2.153 -0.084 1.005
H -1.618 1.796 1.072
H -1.777 0.824 -0.358
```


A cluster of 2 separate species, C3H11O in total at a distorted geometry, computed with ωB97M-V/def2-TZVPD.

**E**: -195.78834 Ha
**Orbital gap**: 10.0580 eV
**HOMO**: -15.1694 eV
**M**: 63.12 g mol⁻¹
**Energy above the lowest of the compared OMol25 structures with the same formula, charge and spin**: 17.6 kcal/mol
**Net charge**: +1
**Largest force on an atom**: 2.453 eV Å⁻¹

```
15
C3H11O, DFT ωB97M-V/def2-TZVPD
O 1.816 1.250 -1.348
H 2.005 0.963 -2.265
H 1.688 2.211 -1.221
H 0.933 0.798 -1.075
C 0.698 -0.960 0.917
C -0.605 -0.639 0.119
C -1.804 0.208 0.627
H 1.293 -0.041 1.079
H 1.299 -1.535 0.147
H 0.482 -1.680 1.721
H -1.130 -1.561 -0.080
H -0.375 -0.225 -0.911
H -2.046 1.107 0.040
H -2.689 -0.416 0.598
H -1.566 0.522 1.650
```


The ion C3H11O4P2S with charge +1 at a distorted geometry, computed with ωB97M-V/def2-TZVPD.

**E**: -1502.60362 Ha
**Orbital gap**: 9.6723 eV
**HOMO**: -13.5052 eV
**M**: 205.13 g mol⁻¹
**Energy above the lowest of the compared OMol25 structures with the same formula, charge and spin**: 6.4 kcal/mol
**Net charge**: +1
**Largest force on an atom**: 1.608 eV Å⁻¹

```
21
C3H11O4P2S, DFT ωB97M-V/def2-TZVPD
C -1.513 0.960 -1.271
C -0.173 1.688 -1.270
C 0.352 2.019 0.108
O 1.257 0.983 0.659
P 0.721 -0.261 1.405
O -0.717 -0.112 2.006
P 0.861 -2.057 0.104
O 1.841 -2.966 0.957
O -0.591 -2.703 0.200
S 1.395 -1.628 -1.660
H -2.322 1.638 -1.017
H -1.732 0.585 -2.267
H -1.536 0.078 -0.625
H 0.577 1.167 -1.853
H -0.318 2.653 -1.753
H -0.448 2.236 0.811
H 0.966 2.909 0.064
H 1.550 -0.441 2.507
H -1.390 0.162 1.359
H 1.968 -3.797 0.472
H -0.750 -3.112 1.063
```